No. 1
Here is 15 unconnected molecules or ions with the total composition C50H125N5O15 at a distorted geometry from the OMol25 dataset. Energies are from ωB97M-V with the def2-TZVPD basis set.

The geometry in XYZ format:
```
195
Properties=species:S:1:pos:R:3:forces:R:3
O 4.3482 -4.9413 -4.0175 0.2 -0.2 -0.3
O -0.0305 -3.8310 6.6424 -0.1 0.4 -1.0
O 4.4042 -6.0074 3.9925 0.2 -0.1 0.1
O -0.7269 -1.8259 -6.7833 -0.1 -0.5 -0.3
O -4.4013 -4.1228 3.3295 -0.8 0.6 2.6
O 3.0531 -2.3713 -4.5071 -0.2 -0.5 -0.2
O -4.7111 -1.0175 -4.5013 -0.2 1.1 -1.0
O 1.8366 1.4551 -2.9790 -0.5 0.3 0.3
O 3.2276 -3.0460 -0.4727 0.8 -0.6 0.1
O 5.2547 3.9406 4.6299 1.2 -0.6 -0.4
O 3.9321 -6.1868 -1.7746 -0.4 -0.5 1.3
O 3.6503 -0.6371 -2.2454 0.3 0.1 -0.6
O 6.3751 0.4029 0.3697 0.4 1.1 -0.4
O 7.6717 -4.1779 -0.3399 0.2 0.2 0.5
O -5.7669 3.2143 2.8224 -1.5 0.5 -0.4
N -4.4713 2.8183 2.6624 2.7 -0.9 0.5
N -4.5832 -2.3076 -4.0852 0.3 -3.8 1.0
N 2.0389 -2.3886 -0.2613 -2.3 0.5 0.4
N 1.1125 2.6625 -3.2005 0.2 0.9 -0.2
N 3.8631 3.9878 4.6965 -0.9 2.2 0.6
C -0.2531 2.4451 -3.7015 -1.6 -0.6 -0.4
C 3.7143 1.6053 4.5432 -0.1 0.4 -0.9
C -5.0170 -4.6572 -4.2436 -0.1 -1.9 1.7
C -3.0930 -1.6481 -2.2824 -0.2 0.3 0.1
C -0.5364 -1.8932 1.0152 0.5 0.9 0.0
C 2.0289 -1.7823 1.1050 -1.0 1.2 0.3
C -4.2955 1.3338 2.6380 1.2 -0.4 -0.2
C 4.0849 6.2177 5.6419 1.2 -0.3 0.6
C 2.9518 4.0498 -2.3065 0.9 -0.2 -1.0
C 3.0482 -0.6691 1.1698 1.0 -0.7 -0.7
C 6.3055 -3.8375 -0.3378 -1.0 -0.8 -0.3
C -1.7299 1.8988 2.2238 0.2 0.8 -0.1
C -5.1812 -4.7868 -2.7132 0.6 -0.8 -1.2
C -4.3963 -2.3976 -2.6296 0.1 0.2 1.2
C -6.8817 -3.2320 -4.8229 0.4 0.9 0.2
C 0.6532 -4.6364 0.2058 0.9 1.5 0.0
C -0.4212 -2.4364 -0.3739 0.9 -1.4 -0.7
C 0.6168 -2.6041 6.2831 0.6 0.1 1.1
C 1.1645 4.5380 3.7989 0.1 -0.5 0.1
C -1.0989 -2.3940 -5.5289 -0.1 0.9 0.1
C 3.5863 2.8921 2.4469 0.3 -0.1 -0.7
C 3.2579 2.9372 3.9201 -1.2 0.0 -0.5
C 0.7103 -1.0436 1.2793 -2.0 -0.4 0.1
C -0.2143 1.5154 -4.9496 1.0 0.6 -0.1
C -0.8975 3.8092 -4.0963 1.0 0.1 1.0
C 1.8976 5.4735 4.6721 2.1 1.0 0.5
C -2.7475 1.0571 2.9479 -1.1 0.1 -0.7
C -1.2558 1.7263 -2.7558 1.1 0.1 1.6
C -3.6309 3.7239 1.8234 0.8 -0.6 1.2
C -4.8109 -3.4142 -6.2544 -0.1 2.0 0.0
C 0.8588 -3.2836 -0.6483 -0.7 -0.5 1.4
C 1.4808 3.7090 -2.2151 -1.0 0.1 1.2
C 3.4933 5.4280 4.4985 -2.8 -0.9 1.2
C -5.5534 -1.7022 -1.9078 0.1 0.6 -0.5
C 0.9874 -3.5987 -2.1619 0.6 0.3 1.5
C -3.7143 -4.3526 2.1836 0.2 -1.0 -1.7
C 6.8091 1.7721 0.1574 0.5 -0.6 0.0
C -5.3669 -3.3204 -4.8189 0.6 -1.5 -0.5
C 1.7044 3.1038 3.9746 -0.2 0.3 0.3
C -2.1369 3.3844 2.2279 -0.5 -0.6 -0.5
C -5.0398 0.7036 3.8200 0.1 0.5 -0.1
C 3.8659 6.1063 3.2144 0.1 -0.7 -0.9
C -4.6744 0.6402 1.3095 -0.1 0.4 -1.0
C -0.7052 4.9049 -2.9926 -0.2 -0.7 -1.2
C -3.9026 3.5506 0.3418 0.3 -0.2 -0.8
C 1.1849 3.3410 -0.7137 0.1 -1.0 0.3
C 2.2433 -2.7062 2.3009 -0.4 -0.4 0.2
C -3.8199 5.1927 2.2798 -0.2 -1.0 -0.1
C -4.2599 -3.8556 -2.0307 -0.6 2.3 -0.6
C 0.7879 5.0108 -2.6392 -1.7 0.1 -0.1
H -4.5735 1.1597 4.6932 -0.3 -0.2 0.4
H 4.0415 -4.1763 -3.5308 -0.4 1.0 -0.4
H -4.0018 -4.9479 -4.5137 0.1 0.0 0.0
H -2.5520 1.2241 4.0071 -0.4 -0.2 0.1
H -1.5294 -1.4531 -7.1556 0.2 -0.1 -0.2
H -1.9718 3.6648 3.2682 -0.3 0.6 0.0
H 3.1530 -3.7825 0.1384 0.7 -0.8 0.0
H -2.4496 0.0474 2.6654 -0.6 -0.5 0.5
H 1.2336 5.3923 -3.5579 0.5 0.0 0.1
H -5.3593 -1.6429 -0.8369 -0.2 0.0 0.0
H -4.9633 3.4470 0.1133 -0.1 -0.1 0.3
H -3.8401 -5.4040 1.9249 0.3 -0.3 -0.4
H 5.2876 -4.7947 -4.1279 0.3 0.0 -0.1
H -0.4615 -1.8946 -4.7992 -0.3 -0.2 0.4
H 5.1664 6.2760 5.5193 0.2 0.5 -0.5
H -3.8734 5.1993 3.3685 -0.3 0.1 0.0
H 3.0799 -0.1180 2.1097 -0.2 -0.3 0.1
H 4.9204 5.9345 2.9985 0.1 0.3 0.0
H 4.0537 -5.5886 -2.5119 0.1 -0.2 -0.7
H -1.9556 3.6899 -4.3294 0.0 -0.2 0.0
H 1.1807 2.5673 3.1835 0.5 -0.7 0.0
H 0.1256 4.6111 4.1203 -0.2 -0.4 -0.3
H -6.5253 -2.1454 -2.1248 0.1 -0.3 0.2
H -2.1548 -2.1685 -5.3794 0.0 0.0 0.6
H 3.7974 1.6477 5.6292 -0.2 0.0 -0.1
H -1.2926 -3.0558 -0.5860 0.0 -0.1 -0.3
H -5.4963 1.1192 0.7775 -0.3 0.3 0.4
H 3.7882 -2.1730 -5.0872 0.1 0.0 -0.2
H -5.7443 3.6401 3.6825 -0.4 0.1 0.1
H -1.3447 2.2071 -1.7816 -0.2 0.7 -0.1
H 1.1988 4.8839 2.7658 0.1 -0.3 -0.2
H -4.9519 -2.4148 -6.6661 0.0 0.2 -0.4
H 3.6171 7.1656 3.2785 0.2 0.0 -0.1
H -4.6890 -3.8757 -1.0290 1.0 0.6 0.5
H -1.3910 1.4945 1.2700 -0.5 0.1 -0.4
H 3.1902 5.0457 -1.9330 -0.2 -0.1 0.5
H -0.8605 1.7546 2.8651 0.5 0.4 -0.2
H 4.0719 5.6860 6.5934 -0.9 0.0 0.2
H 1.6379 6.5136 4.4752 -0.3 0.1 0.0
H -4.9137 -5.7649 -2.3134 -0.2 -0.5 -0.6
H -1.0468 5.8248 -3.4672 0.3 0.3 0.0
H -0.6554 -2.5891 1.8457 -0.2 -0.4 -0.3
H 6.2814 0.2133 1.3061 0.1 0.3 0.1
H 0.4142 0.6410 -4.7808 -0.6 -0.4 0.4
H -6.1131 0.8931 3.8290 0.1 0.1 -0.1
H -1.4100 -1.2422 0.9816 -0.2 0.1 0.5
H -7.0160 -2.1655 -5.0035 -1.1 0.0 0.1
H 3.6540 3.3238 -1.8967 -0.2 -0.1 0.2
H -3.1335 -0.6098 -2.6117 -0.1 0.1 0.2
H 3.0039 2.0716 2.0278 0.3 -0.2 -0.1
H -4.7196 5.5738 1.7967 0.0 0.4 0.3
H -2.9251 -1.6762 -1.2058 -0.2 0.2 0.1
H 1.0352 -2.6118 -2.6221 -0.1 -0.3 -0.6
H -0.9956 -3.4734 -5.4183 0.3 -0.1 -0.5
H -1.2257 1.2787 -5.2801 0.1 -0.2 0.2
H 5.6572 -4.6359 0.0233 0.1 -0.6 0.2
H -0.3933 4.1423 -5.0035 0.0 0.2 -0.1
H 3.0217 0.8385 4.1963 0.0 -0.2 0.3
H 3.6811 7.2266 5.7271 -0.1 -0.1 0.0
H 1.8768 2.5739 -0.3660 0.5 -0.2 -0.4
H 0.1880 -4.2440 -2.5259 -0.2 0.3 0.0
H 1.9252 -4.1329 -2.3148 0.0 0.1 -0.2
H 1.7006 -2.7119 6.2392 0.2 -0.2 0.0
H 3.2801 -2.9929 2.4769 0.1 -0.4 -0.5
H 4.6494 2.7232 2.2757 0.0 0.0 -0.1
H 4.4604 -5.0895 3.7271 0.1 0.2 -0.1
H -1.3983 4.8142 -2.1563 0.2 -0.6 0.3
H -5.3083 -4.0629 -6.9755 0.0 -0.4 0.5
H 5.5195 4.0341 5.5479 0.2 -0.2 0.1
H -2.6562 -4.1682 2.3698 0.2 0.4 -0.9
H -3.8775 0.6931 0.5677 0.4 0.0 0.1
H 4.6882 1.4210 4.0898 0.1 -0.4 0.4
H -5.7016 -5.4087 -4.6369 0.1 0.0 -0.6
H 0.8543 5.7623 -1.8525 0.5 0.0 0.0
H 1.5568 -3.5504 2.2367 0.5 -0.2 0.2
H 7.7642 -5.0491 -0.7323 0.0 0.0 0.0
H -1.5169 4.0018 1.5778 0.3 0.0 0.1
H 5.9562 -3.6853 -1.3590 -0.1 0.7 0.0
H 2.5467 1.5456 -3.6186 0.2 -0.3 -0.1
H -2.1772 -2.0541 -2.7122 -0.2 -0.4 -0.3
H -7.3388 -3.8675 -5.5814 0.2 0.3 -0.2
H -3.9928 -1.0490 -5.1374 0.1 1.1 -0.3
H 3.3113 5.6675 2.3850 0.0 0.3 -0.1
H -3.3765 2.6727 -0.0331 -0.2 -0.1 0.0
H 0.5752 -0.2072 0.5935 0.7 0.3 -0.1
H -3.7297 -3.5428 -6.2043 -0.1 -0.4 -0.1
H -7.2687 -3.5959 -3.8710 -0.2 0.6 0.1
H 6.0780 2.5318 0.4337 -0.3 -0.2 -0.2
H 1.3938 2.6625 4.9217 -0.3 0.3 0.2
H -3.7637 -4.3543 4.0087 -0.5 0.1 0.6
H -4.9592 -0.4117 1.3317 0.1 -0.1 0.7
H 2.8636 0.0302 0.3542 0.3 0.0 0.0
H 7.1184 1.8682 -0.8834 -0.7 -0.2 -0.2
H 0.3494 -2.1488 5.3296 -0.7 -0.7 0.0
H -3.5662 4.3619 -0.3037 0.3 0.4 0.3
H 7.7366 2.0534 0.6562 0.1 -0.4 0.6
H 3.9853 -1.2058 1.0220 0.6 0.7 -0.1
H 1.5889 -5.0704 0.5582 0.3 -0.6 -0.9
H 1.6203 5.2613 5.7046 0.3 0.0 0.2
H -2.9408 5.7878 2.0324 -0.1 0.0 -0.4
H 3.0852 -1.6885 -3.8371 0.1 0.6 0.6
H 2.9304 -0.0451 -2.0275 -0.4 0.3 0.1
H 0.0009 -5.2987 -0.3634 0.4 -0.2 0.1
H 3.1842 4.1370 -3.3679 0.1 -0.1 -0.2
H 0.4086 -4.1888 7.4174 0.1 0.1 0.0
H -4.8845 -0.3751 3.8435 0.1 0.0 0.0
H 0.5909 -0.6757 2.2984 0.5 0.3 0.1
H 1.3232 4.1095 0.0469 0.0 0.7 -0.5
H 3.6009 -1.3282 -1.5850 0.0 -0.3 0.3
H 1.9841 -2.2096 3.2359 -0.2 0.4 -0.1
H -5.6140 -0.6970 -2.3248 -0.1 0.2 0.3
H 3.4760 -6.2254 3.9076 -0.3 -0.1 0.0
H 0.2314 -4.4422 1.1920 -0.8 0.3 -0.3
H -3.1871 -4.0396 -2.0884 -0.2 -0.9 0.2
H -6.2185 -4.6500 -2.4076 0.0 0.3 0.0
H -4.2116 -3.7894 1.3940 0.7 0.3 -0.2
H 0.4202 -1.8793 7.0731 -0.1 0.3 -0.1
H 0.3026 1.9528 -5.8037 -0.1 0.6 -0.1
H 4.8101 -6.3004 -1.4105 0.1 -0.1 0.1
H 0.2497 2.8514 -0.4418 -0.5 0.3 -0.7
H 3.2539 3.7630 1.8819 0.1 0.1 0.2
H -2.2693 1.5938 -3.1344 0.3 -0.1 -0.3
H -0.3468 -1.6370 -1.1112 -0.4 0.4 0.1
H -0.8107 0.7948 -2.4063 -0.2 -0.6 -0.6
H 6.0333 -3.0285 0.3401 0.7 0.4 -0.4
```
Forces are in eV/Å.

Energy relative to the best compared isomer or geometry (same formula, charge and spin) ... 7.0 kcal per mole
Kohn-Sham gap ... 0.30614 Ha
LUMO level ... 0.1571 eV

---

No. 2
Here is a single C4H5N3O molecule at a distorted geometry from the OMol25 dataset. Energies are from ωB97M-V with the def2-TZVPD basis set.

The geometry in XYZ format:
```
13
Properties=species:S:1:pos:R:3:forces:R:3
O 2.9892 -0.0071 -0.0025 -1.4 0.0 0.0
N 0.8757 -1.0318 -0.0066 -0.4 0.0 -0.1
N 0.9525 1.1801 0.0005 1.3 -0.8 0.1
N -1.4385 1.6132 -0.0212 1.5 -0.1 0.5
C -0.3963 0.8541 -0.0025 -1.4 1.8 -0.6
C -0.4653 -0.6101 -0.0406 -0.5 -1.0 0.4
C -1.5870 -1.3540 -0.0010 0.5 0.2 0.0
C 1.7712 0.0189 -0.0057 0.3 0.3 0.1
H -2.5765 -0.8830 -0.0140 0.7 0.0 0.0
H 1.1281 -1.9991 -0.0143 0.4 -0.1 0.0
H 1.4431 2.0680 -0.0777 -0.7 -0.2 0.1
H -1.1420 2.5954 0.1150 -0.3 -0.5 -0.3
H -1.5543 -2.4445 0.0707 0.1 0.4 -0.1
```
Forces are in eV/Å.

Energy relative to the best compared isomer or geometry (same formula, charge and spin) ... 10.9 kcal per mole
Kohn-Sham gap ... 0.34538 Ha
LUMO level ... 0.3433 eV
Structure (SMILES) ... [H]/N=C1\NC(=O)NC1=C